Formula: C9H4Cl3N2O3PdS5Sb
Source: the Open Molecules 2025 dataset
Level of theory: ωB97M-V/def2-TZVPD

Cartesian coordinates (Å):
Pd 0.113 0.158 -2.498
S -3.657 -1.232 -5.386
Sb -2.568 -0.425 -3.535
S -0.766 -1.917 -2.925
S -0.963 1.241 -4.250
S -4.075 0.062 -1.884
O -1.134 1.148 -0.499
C -0.496 0.359 0.186
N 0.440 -0.490 -0.291
S 1.051 -1.436 0.892
O 0.673 -2.814 0.734
O 2.457 -1.200 1.123
C 0.137 -0.678 2.240
C 0.172 -0.862 3.606
C -0.652 -0.062 4.389
C -1.496 0.880 3.808
C -1.515 1.063 2.432
C -0.675 0.276 1.664
H 0.817 -1.608 4.051
H -0.639 -0.185 5.465
H -2.137 1.483 4.438
H -2.153 1.790 1.949
Cl 4.704 1.720 -3.121
C 3.036 0.408 -2.654
Cl 3.619 -0.704 -1.479
Cl 2.548 -0.335 -4.160
C 1.987 1.270 -2.243
N 1.173 2.088 -2.051

ΔE to the lowest compared entry with this formula, charge and spin: 229.33 kJ/mol
max |F|: 0.04985 Eh/bohr
net charge: -2
Kohn-Sham gap: 4.2 eV
HOMO: -1.4 eV